Entry 1:
The following is a quantum chemistry calculation of C16H32FN5NiO7P as an isolated structure, from OMol25.

```
63
Properties=species:S:1:pos:R:3:forces:R:3
Ni -0.90061 -0.00539 1.23528 -0.55 -0.41 0.72
N 0.11388 -1.09809 2.77533 0.05 0.12 -0.13
C -0.82947 -1.55915 3.80911 -0.16 -0.04 -0.09
C -2.10302 -2.05765 3.13215 0.15 0.13 0.08
N -2.58977 -1.09819 2.12836 -0.03 -0.07 -0.10
C -3.60646 -0.13944 2.58602 0.13 0.14 0.10
C -2.95057 1.09078 3.20178 -0.09 -0.18 -0.07
N -1.91409 1.58685 2.28024 0.11 -0.04 -0.16
H 0.45956 -1.89690 2.24957 0.08 -0.01 -0.02
H 0.91847 -0.65654 3.20398 0.05 -0.01 0.00
H -1.04592 -0.72058 4.46910 0.05 0.01 0.02
H -0.41034 -2.36445 4.41510 0.00 0.04 0.05
H -2.86317 -2.25988 3.89145 -0.01 -0.07 -0.02
H -1.87911 -2.99430 2.61978 -0.04 0.00 -0.02
H -2.97216 -1.61565 1.34811 0.02 -0.01 -0.04
H -4.29047 -0.59192 3.30928 -0.03 0.00 -0.03
H -4.18790 0.16550 1.71508 0.01 -0.02 -0.02
H -2.47832 0.83401 4.14900 0.03 0.06 0.01
H -3.71248 1.84558 3.40410 0.00 0.00 0.04
H -1.38004 2.32874 2.71558 0.03 0.06 -0.03
H -2.35672 1.97685 1.45072 0.00 0.15 0.02
C 4.41583 1.41292 0.68587 -0.20 0.02 -0.01
C 3.05335 1.02270 1.21970 0.11 -0.12 0.08
O 2.04692 1.86184 0.62660 -0.22 -0.06 -0.05
P 0.64067 1.27544 0.07933 0.67 0.58 -0.40
O -0.00364 2.65630 -0.40253 -0.07 -0.05 0.02
C 0.01772 3.86714 0.37617 0.13 0.19 0.01
C 0.99024 4.86631 -0.21684 -0.08 -0.16 0.00
O 0.94713 0.54846 -1.28725 0.01 -0.07 0.23
C 1.64422 1.16932 -2.40257 0.10 0.00 -0.24
C 2.67587 0.19775 -2.93159 -0.09 0.01 0.15
H 5.19431 0.88971 1.24030 0.01 -0.01 -0.02
H 4.56251 2.48631 0.80122 0.04 -0.01 0.03
H 4.50761 1.16148 -0.36898 0.01 0.00 -0.03
H 3.01992 1.17575 2.30086 -0.06 -0.02 0.00
H 2.83911 -0.03005 1.00623 0.00 0.02 0.00
H 0.29746 3.64764 1.41146 -0.04 -0.04 -0.02
H -0.99875 4.26013 0.35392 -0.02 -0.03 0.04
H 1.99080 4.43830 -0.24429 0.03 0.04 0.02
H 1.00779 5.76970 0.39342 0.00 0.01 -0.02
H 0.69242 5.13366 -1.22997 0.00 0.00 0.01
H 2.09731 2.10536 -2.07431 -0.01 0.00 0.03
H 0.89378 1.38168 -3.15998 -0.06 -0.01 0.04
H 3.52109 0.09845 -2.25166 0.04 0.01 0.02
H 3.04156 0.54358 -3.89794 0.02 0.00 0.01
H 2.22909 -0.78749 -3.06104 0.00 0.05 -0.06
F 0.14008 -5.61382 -2.25585 0.04 0.00 -0.07
C 0.02788 -4.40379 -2.81028 -0.15 0.02 0.23
C -0.86924 -3.52896 -2.34565 0.13 -0.24 -0.12
N -1.01395 -2.26871 -2.88054 0.07 0.23 -0.13
C -1.95309 -1.32166 -2.31153 0.15 0.08 0.24
C -1.57454 -0.85233 -0.91029 -0.10 -0.27 -0.47
O -2.08310 0.22070 -0.48143 -0.01 -0.06 0.05
O -0.78743 -1.53304 -0.19887 -0.07 0.00 0.06
C -0.18245 -1.82157 -3.90115 -0.11 0.04 0.25
O -0.20559 -0.68352 -4.32260 -0.03 -0.07 -0.05
N 0.67966 -2.77682 -4.38612 0.12 -0.02 -0.01
C 0.91494 -4.07782 -3.91867 -0.11 0.09 -0.13
O 1.74656 -4.78776 -4.42093 0.00 -0.01 0.08
H -1.51577 -3.79426 -1.52426 -0.05 0.04 0.03
H -2.95627 -1.75277 -2.27863 0.01 -0.01 0.01
H -1.97954 -0.44858 -2.95624 -0.04 0.00 -0.05
H 1.26626 -2.47786 -5.15222 0.02 0.02 -0.04
```
Forces are in eV/Å.

Results
Spin multiplicity = 3
<S²> = 2.01
E_LUMO (alpha / beta) = -2.45 / -2.52 eV
Relative energy (zero: lowest compared OMol25 entry of this formula, charge and spin) = 4.04 kcal/mol
Frontier orbital gap (alpha / beta) = 8.65 / 8.60 eV
HOMO level (alpha / beta) = -11.108 / -11.125 eV
Total charge = +1

***

Entry 2:
The following is a quantum chemistry calculation of an isolated ion of composition C4H4NS and charge +1 at a distorted geometry, from OMol25.

```
10
Properties=species:S:1:pos:R:3:forces:R:3
C 1.03013 1.41034 -0.25493 0.14 0.31 -0.55
C -0.19295 -0.61482 -0.59618 0.03 -0.83 -0.48
C -0.15690 0.79824 -0.10357 -0.90 0.39 -0.45
C 1.75221 0.25283 0.59098 0.82 -1.71 1.36
N 2.24390 1.16741 -0.37057 0.19 0.84 -0.60
S 1.37388 -1.36508 -0.07056 -0.12 0.31 -0.02
H -0.98788 -1.15382 -0.07579 0.01 0.17 0.07
H -0.38654 -0.69832 -1.67095 -0.02 0.11 0.09
H -1.07806 1.29610 0.17530 0.16 0.06 0.53
H 2.04368 0.35998 1.63084 -0.30 0.34 0.05
```
Forces are in eV/Å.

Results
E_LUMO = -6.66 eV
Relative energy (zero: lowest compared OMol25 entry of this formula, charge and spin) = 81.82 kcal/mol
Frontier orbital gap = 8.20 eV
HOMO level = -14.862 eV
Total charge = +1